No. 1
Entry from the OMol25 dataset: a 3-piece molecular cluster, C3H11O3 overall in a non-equilibrium geometry (ωB97M-V/def2-TZVPD).

Output
Kohn-Sham gap, eV: 7.76
Total charge: -1

Geometry (Å):
C: -0.878 0.022 0.512
O: 0.547 0.170 0.690
C: -1.112 -0.615 -0.921
C: -0.865 -2.094 -1.079
H: -1.406 -0.754 1.174
H: -1.428 1.005 0.472
H: -2.152 -0.406 -0.994
H: -0.483 0.069 -1.684
H: -0.846 -2.195 -2.181
H: 0.251 -2.272 -0.816
H: -1.457 -2.783 -0.369
H: 2.212 0.594 0.062
H: 2.710 1.992 -0.455
O: 3.064 1.133 -0.445
H: 0.251 1.522 1.521
H: 1.048 2.214 2.687
O: 0.544 2.397 1.828

Atom charges from the Mulliken analysis, given in e for atoms 1 to 8: atom 1 (C): -0.37, atom 2 (O): -0.94, atom 3 (C): -0.45, atom 4 (C): -0.94, atom 5 (H): 0.10, atom 6 (H): 0.26, atom 7 (H): 0.35, atom 8 (H): 0.17

***

No. 2
Entry from the OMol25 dataset: one molecule with the formula C7H8OP2 in a non-equilibrium geometry (ωB97M-V/def2-TZVPD).

Output
Kohn-Sham gap, eV: 8.18
Total charge: 0

Geometry (Å):
C: -1.685 1.934 -0.706
C: -1.430 2.131 0.635
C: -1.000 0.878 -1.385
C: -0.382 1.420 1.276
C: -0.033 0.127 -0.708
C: 0.192 0.403 0.579
C: 1.359 -1.755 -0.611
O: 0.835 -0.776 -1.391
P: 2.317 -1.021 0.879
P: -0.068 -2.756 0.263
H: -2.372 2.632 -1.229
H: -1.680 2.967 1.170
H: -1.168 0.634 -2.458
H: -0.296 1.456 2.317
H: 1.639 -2.469 -1.274
H: 2.867 0.153 0.411
H: -0.029 -2.313 1.500
H: 0.935 -3.645 0.732

Atom charges from the Mulliken analysis, given in e for atoms 1 to 8: atom 1 (C): -0.33, atom 2 (C): -0.62, atom 3 (C): -0.63, atom 4 (C): -0.72, atom 5 (C): 0.55, atom 6 (C): 0.24, atom 7 (C): -0.42, atom 8 (O): -0.46

***

No. 3
Entry from the OMol25 dataset: a 2-piece molecular cluster, C5H14NO2 overall in a non-equilibrium geometry (ωB97M-V/def2-TZVPD).

Output
Kohn-Sham gap, eV: 6.67
Total charge: -1

Geometry (Å):
C: 0.936 2.544 0.011
C: 0.912 3.209 -1.399
C: 0.768 0.991 -0.095
N: -0.572 0.559 0.253
C: -0.788 -0.402 1.341
C: -1.673 -1.691 0.805
O: -0.951 -2.774 0.424
H: 0.229 3.006 0.694
H: 1.920 2.740 0.454
H: 1.874 3.674 -1.606
H: 0.061 3.881 -1.458
H: 0.782 2.452 -2.172
H: 1.075 0.698 -1.099
H: 1.491 0.384 0.472
H: -1.142 0.309 -0.546
H: 0.199 -0.772 1.605
H: -1.485 -0.013 2.093
H: -2.203 -1.251 -0.048
H: -2.260 -1.902 1.718
H: 1.312 -1.721 -0.461
H: 0.132 -2.708 -0.568
O: 1.089 -2.519 -0.980

Atom charges from the Mulliken analysis, given in e for atoms 1 to 8: atom 1 (C): -0.45, atom 2 (C): -1.08, atom 3 (C): -0.84, atom 4 (N): -0.29, atom 5 (C): -0.59, atom 6 (C): -0.46, atom 7 (O): -0.87, atom 8 (H): 0.38

***

No. 4
Entry from the OMol25 dataset: CH3FOS as an isolated structure in a non-equilibrium geometry (ωB97M-V/def2-TZVPD).

Output
Kohn-Sham gap (spin up / spin down), eV: 8.48 / 8.48
Total charge: 0

Geometry (Å):
C: -1.007 -0.143 -0.285
O: 2.562 -0.522 0.028
F: -1.555 1.030 -0.012
S: 1.321 0.327 -0.048
H: -1.291 -0.951 0.378
H: -0.997 -0.373 -1.347
H: 0.967 0.632 1.285

For reference, the Mulliken charges in units of e are: atom 1 (C): -0.31, atom 2 (O): -0.51, atom 3 (F): -0.20, atom 4 (S): 0.26, atom 5 (H): 0.32, atom 6 (H): 0.28, atom 7 (H): 0.16

***

No. 5
Entry from the OMol25 dataset: an isolated ion of composition C4H9N2 and charge +1 in a non-equilibrium geometry (ωB97M-V/def2-TZVPD).

Output
Kohn-Sham gap (spin up / spin down), eV: 8.29 / 8.29
Total charge: +1

Geometry (Å):
C: -2.082 0.747 -0.255
C: 1.360 0.260 -0.437
C: -1.156 -0.389 -0.462
C: 2.660 -0.131 -0.096
N: 0.244 -0.397 -0.108
N: -2.242 -0.466 0.559
H: -1.927 1.655 0.383
H: -2.815 0.901 -1.054
H: 1.291 1.107 -1.139
H: 3.255 -0.178 -1.079
H: 2.606 -1.139 0.353
H: 3.237 0.446 0.592
H: 0.474 -1.119 0.690
H: -1.976 -0.080 1.445
H: -2.930 -1.216 0.607

Atom charges from the Mulliken analysis, given in e for atoms 1 to 8: atom 1 (C): -0.31, atom 2 (C): 0.31, atom 3 (C): -0.31, atom 4 (C): -1.03, atom 5 (N): -0.08, atom 6 (N): -0.20, atom 7 (H): 0.27, atom 8 (H): 0.24

***

No. 6
Entry from the OMol25 dataset: C42H51BrCdGeNP2S3Sb as an isolated structure in a non-equilibrium geometry (ωB97M-V/def2-TZVPD).

Output
2S+1: 2
Kohn-Sham gap (spin up / spin down), eV: 6.58 / 3.60
<S²>: 0.764
Total charge: -1

Geometry (Å):
Cd: -0.702 0.441 -0.226
C: 3.596 2.192 -0.257
C: 3.386 1.570 -1.633
C: 4.709 1.036 -2.171
P: 1.982 0.306 -1.542
C: 1.982 -0.316 -3.339
C: 2.914 -1.426 -3.821
C: 0.550 -0.756 -3.648
C: 2.597 -0.966 -0.396
C: 3.328 -2.110 -0.690
C: 3.576 -3.070 0.275
C: 3.056 -2.916 1.555
C: 2.373 -1.770 1.887
C: 2.151 -0.749 0.938
N: 1.474 0.389 1.234
C: 1.599 0.963 2.448
C: 2.786 0.838 3.213
C: 2.942 1.465 4.424
C: 1.917 2.232 4.966
C: 0.758 2.400 4.232
C: 0.597 1.825 2.979
P: -0.866 2.188 1.962
C: -0.886 4.085 1.919
C: -1.229 4.971 3.115
C: 0.500 4.465 1.399
C: -2.328 1.521 2.959
C: -1.852 0.455 3.941
C: -3.264 2.507 3.645
H: 4.294 3.028 -0.315
H: 3.998 1.451 0.430
H: 2.656 2.549 0.158
H: 3.006 2.342 -2.319
H: 5.024 0.162 -1.604
H: 5.481 1.801 -2.072
H: 4.633 0.777 -3.224
H: 2.190 0.600 -3.913
H: 2.599 -2.380 -3.403
H: 3.959 -1.248 -3.577
H: 2.833 -1.510 -4.906
H: 0.312 -1.654 -3.077
H: 0.431 -0.987 -4.707
H: -0.168 0.020 -3.386
H: 3.725 -2.276 -1.676
H: 4.160 -3.944 0.022
H: 3.181 -3.700 2.292
H: 1.944 -1.649 2.872
H: 3.597 0.244 2.814
H: 3.875 1.360 4.960
H: 2.030 2.703 5.934
H: -0.047 2.994 4.645
H: -1.620 4.290 1.126
H: -0.644 4.724 3.995
H: -2.283 4.934 3.370
H: -0.990 6.004 2.858
H: 1.251 4.346 2.182
H: 0.512 5.500 1.058
H: 0.769 3.820 0.563
H: -2.912 1.014 2.174
H: -1.293 0.892 4.767
H: -1.214 -0.268 3.432
H: -2.714 -0.073 4.350
H: -2.776 2.998 4.484
H: -4.127 1.960 4.030
H: -3.631 3.252 2.943
S: -3.490 -4.002 -0.469
Sb: -3.282 -2.131 1.259
S: -0.927 -1.836 1.280
S: -3.656 -0.250 -0.091
Ge: -2.101 -3.253 -1.986
C: -0.626 -4.559 -2.199
C: -0.252 -5.185 -3.378
C: 0.835 -6.043 -3.414
C: 1.538 -6.318 -2.253
C: 1.154 -5.725 -1.061
C: 0.092 -4.842 -1.042
C: -3.112 -2.621 -3.570
C: -2.647 -2.703 -4.874
C: -3.366 -2.135 -5.910
C: -4.550 -1.466 -5.650
C: -5.016 -1.365 -4.351
C: -4.300 -1.944 -3.322
H: -1.413 -1.999 -1.442
H: -0.816 -5.008 -4.282
H: 1.135 -6.498 -4.351
H: 2.380 -6.998 -2.283
H: 1.687 -5.952 -0.147
H: -0.197 -4.360 -0.117
H: -1.711 -3.206 -5.080
H: -3.000 -2.208 -6.926
H: -5.104 -1.012 -6.458
H: -5.932 -0.834 -4.139
H: -4.655 -1.862 -2.304
Br: -1.716 5.091 -5.232
C: -1.444 3.738 -3.890
C: -2.358 2.714 -3.759
C: -2.175 1.774 -2.754
C: -1.084 1.822 -1.888
C: -0.175 2.860 -2.083
C: -0.346 3.828 -3.060
H: -3.207 2.651 -4.424
H: -2.914 0.988 -2.652
H: 0.709 2.929 -1.459
H: 0.363 4.637 -3.162

Atom charges from the Mulliken analysis, given in e for atoms 1 to 8: atom 1 (Cd): 2.27, atom 2 (C): -1.48, atom 3 (C): 0.45, atom 4 (C): -1.43, atom 5 (P): 0.65, atom 6 (C): 0.78, atom 7 (C): -2.06, atom 8 (C): -1.26

***

Computed energy relative to the best compared isomer or geometry (same formula, charge and spin), in the same sequence as the records: 176.5; 205.5; 131.0; 279.5; 458.2; 0.0 kJ/mol.
Computed energy, in the same sequence as the records: -346.58522; -1029.30940; -404.10467; -613.07392; -266.92476; -8622.09332 hartree.